*A*
{"formula": "H37O18", "method": "ωB97M-V/def2-TZVPD", "species": ["O", "H", "H", "O", "H", "O", "H", "H", "O", "H", "H", "O", "H", "H", "O", "H", "H", "O", "H", "H", "O", "H", "H", "O", "H", "H", "O", "H", "H", "O", "H", "H", "O", "H", "H", "O", "H", "H", "O", "H", "H", "O", "H", "H", "O", "H", "H", "O", "H", "H", "O", "H", "H", "H", "H"], "coordinates": [[1.495, -2.900, -4.186], [4.504, 2.634, 1.682], [0.782, -3.374, -4.618], [0.883, 2.273, 3.254], [-5.500, -3.324, -1.394], [-1.780, -1.032, -4.576], [-1.764, -0.274, -5.172], [2.727, 1.961, -0.617], [3.274, -3.289, 2.323], [1.844, 2.276, 3.348], [2.900, -3.829, 1.641], [-0.711, -1.589, 0.008], [-0.161, -1.177, -0.669], [-1.569, -1.481, -0.414], [-4.652, -2.980, -1.691], [-4.344, -3.630, -2.326], [2.972, 3.497, -0.789], [-0.525, 2.358, -4.563], [0.088, 2.008, 1.305], [-1.921, -0.417, -2.977], [1.824, 2.039, -4.066], [1.953, 1.478, -3.306], [1.912, 2.955, -3.803], [-2.729, 0.088, 3.689], [-3.062, 0.998, 3.542], [-3.739, -1.374, 0.761], [2.621, 2.706, -1.192], [0.384, 2.116, -4.367], [3.316, -3.488, 3.251], [-0.300, -1.818, 2.356], [0.567, -1.912, 2.779], [-0.714, -0.951, 2.467], [5.477, -1.800, 0.639], [5.419, -2.440, 1.352], [4.975, -2.114, -0.110], [4.179, 2.038, 1.006], [-3.143, -0.469, 3.020], [4.519, 1.147, 1.128], [-3.641, 1.848, 2.069], [-4.210, 1.178, 1.683], [-3.651, 2.676, 1.594], [-1.115, 2.353, 5.306], [-0.678, 1.690, 4.755], [-1.798, 2.596, 4.709], [-2.987, -0.933, 1.179], [2.326, -3.245, -4.518], [-0.230, -1.828, 1.246], [-1.418, -0.350, -2.135], [-1.762, -1.680, -5.294], [-1.225, 0.590, -2.268], [-0.149, 1.170, 0.904], [0.649, 2.928, 3.931], [-0.115, 1.219, -0.051], [-0.588, 3.058, -5.213], [-2.565, -0.409, 0.492]], "mulliken_charge": [-0.6071, 0.2738, 0.3058, -0.6206, 0.3067, -0.5989, 0.2960, 0.3269, -0.6370, 0.2624, 0.3285, -0.5578, 0.3589, 0.2095, -0.5965, 0.3053, 0.2632, -0.7193, 0.2474, 0.3659, -0.6641, 0.3112, 0.3351, -0.6336, 0.3711, 0.2714, -0.5846, 0.4939, 0.3197, -0.4021, 0.4104, 0.3304, -0.6072, 0.3090, 0.2968, -0.5811, 0.2967, 0.3010, -0.5968, 0.2686, 0.2807, -0.6221, 0.3049, 0.3008, -0.5496, 0.3067, 0.5144, -0.6210, 0.2768, 0.2254, -0.4367, 0.3759, 0.2490, 0.2669, 0.3692], "spin_multiplicity": 1, "homo_energy_ev": -12.862, "gap_ev": 10.131, "total_charge": 1}

=====

*B*
{"formula": "H37O18", "method": "ωB97M-V/def2-TZVPD", "species": ["O", "H", "H", "O", "H", "O", "H", "H", "O", "H", "H", "O", "H", "H", "O", "H", "H", "O", "H", "H", "O", "H", "H", "O", "H", "H", "O", "H", "H", "O", "H", "H", "O", "H", "H", "O", "H", "H", "O", "H", "H", "O", "H", "H", "O", "H", "H", "O", "H", "H", "O", "H", "H", "H", "H"], "coordinates": [[0.794, -0.247, 0.391], [0.953, 0.036, -0.539], [1.559, 0.394, 0.810], [-1.598, 0.679, 0.507], [-0.147, 0.055, 0.649], [2.514, 1.332, 1.264], [3.325, 1.315, 0.713], [2.027, 2.100, 0.818], [2.653, -1.391, 2.028], [2.817, -0.463, 2.236], [1.717, -1.504, 2.121], [4.146, 3.708, 0.735], [4.859, 4.025, 1.313], [4.752, 3.385, 0.052], [-1.034, -0.180, -3.805], [-1.194, 0.330, -4.600], [-1.639, -0.899, -3.659], [4.250, 1.519, -0.914], [5.157, 1.205, -1.016], [3.763, 1.036, -1.595], [1.544, -0.273, -2.145], [1.201, -0.296, -3.045], [1.522, -1.135, -1.697], [-0.178, -2.697, 4.526], [-0.413, -2.170, 3.760], [0.709, -2.486, 4.803], [1.151, 2.792, -0.446], [0.969, 2.060, -1.038], [1.903, 3.315, -0.750], [-3.515, -4.025, -0.626], [-4.358, -4.087, -0.165], [-3.128, -4.900, -0.521], [2.656, -2.372, -0.376], [2.522, -3.325, -0.346], [3.055, -2.140, 0.500], [-0.578, 0.245, 2.839], [-0.852, 0.051, 3.740], [-0.352, 1.171, 2.718], [-3.877, -0.297, -3.704], [-4.797, -0.283, -3.396], [-3.761, 0.624, -3.957], [-5.691, -1.017, -1.588], [-5.970, -0.211, -1.158], [-6.292, -1.685, -1.242], [-2.911, -1.149, -0.930], [-3.230, -2.039, -0.737], [-3.200, -0.906, -1.819], [2.341, 1.182, 5.335], [3.196, 1.608, 5.245], [1.907, 1.311, 4.489], [-2.526, 1.921, -2.639], [-2.418, 2.310, -1.767], [-1.795, 1.307, -2.783], [-2.413, 0.300, 0.089], [-2.094, 0.862, 1.320]], "mulliken_charge": [-0.1191, 0.2885, 0.4112, -0.5356, 0.4698, -0.6227, 0.4086, 0.3476, -0.6779, 0.3348, 0.3191, -0.5545, 0.2915, 0.2857, -0.6126, 0.3084, 0.2575, -0.5889, 0.2868, 0.2460, -0.5622, 0.2391, 0.2551, -0.6245, 0.2633, 0.3431, -0.7018, 0.2929, 0.3517, -0.6015, 0.2920, 0.2894, -0.6120, 0.2762, 0.3265, -0.5931, 0.2818, 0.2820, -0.5942, 0.2737, 0.3021, -0.5919, 0.3075, 0.2744, -0.5604, 0.2986, 0.3260, -0.6116, 0.3204, 0.2932, -0.5971, 0.2933, 0.3437, 0.2282, 0.3519], "spin_multiplicity": 1, "homo_energy_ev": -13.445, "gap_ev": 10.888, "total_charge": 1}

=====

Which structure loses on stability? *A* does.